Record 1
Density functional theory data (the ωB97M-V functional and the def2-TZVPD basis) for a cluster of 2 separate species, C28H32BClO2S in total in a non-equilibrium geometry.

Last column: Löwdin charge in e.
Positions of all 65 atoms, in Å:
Cl (6.114, 0.633, 3.745)  0.7355
C (4.443, 0.548, 3.421)  -0.6699
C (3.765, 1.706, 3.002)  -0.0821
C (2.403, 1.629, 2.728)  0.0049
C (1.695, 0.402, 2.807)  -0.1632
C (0.261, 0.395, 2.628)  -0.0341
C (-0.608, -0.620, 3.319)  -0.0860
C (-1.920, 0.159, 3.710)  -0.1427
C (-1.765, 1.462, 2.988)  0.0290
C (-0.489, 1.589, 2.465)  0.0108
C (2.411, -0.747, 3.246)  0.0093
C (3.754, -0.661, 3.590)  -0.0827
H (4.295, 2.638, 2.852)  0.1142
H (1.867, 2.534, 2.436)  0.1205
H (-0.792, -1.480, 2.667)  0.1411
H (-0.133, -0.996, 4.236)  0.1294
H (-2.879, -0.361, 3.528)  0.1217
H (-1.878, 0.276, 4.808)  0.1338
H (-2.514, 2.256, 3.020)  0.1304
H (-0.089, 2.467, 1.962)  0.1302
H (1.891, -1.708, 3.299)  0.1318
H (4.298, -1.546, 3.934)  0.1185
C (0.270, 0.485, -6.273)  -0.1282
C (0.334, -0.083, -4.914)  -0.5873
C (0.449, -1.412, -4.574)  -0.1463
C (0.329, -1.656, -3.155)  -0.1236
C (0.148, -0.485, -2.430)  -0.3910
B (-0.337, -0.233, -0.839)  -0.9443
C (1.257, -0.258, -0.371)  -0.1266
C (1.876, -1.456, -0.040)  -0.0628
C (3.264, -1.499, 0.152)  -0.0931
C (4.025, -0.332, 0.066)  -0.1096
C (3.385, 0.882, -0.176)  -0.0966
C (1.995, 0.918, -0.362)  -0.0833
O (-1.031, 0.997, -0.676)  0.0455
C (-2.394, 0.666, -0.965)  -0.4566
C (-3.333, 1.570, -0.178)  -0.0113
C (-2.658, 0.876, -2.449)  -0.0553
C (-2.523, -0.890, -0.547)  -0.4373
C (-3.054, -1.083, 0.872)  -0.0250
C (-3.362, -1.705, -1.534)  -0.0116
O (-1.161, -1.362, -0.534)  0.0553
S (0.331, 0.889, -3.454)  1.0654
H (0.144, -0.328, -6.989)  0.0741
H (-0.573, 1.173, -6.371)  0.0696
H (1.184, 1.027, -6.520)  0.0697
H (0.578, -2.187, -5.331)  0.0989
H (0.412, -2.653, -2.729)  0.1044
H (1.270, -2.366, 0.036)  0.1182
H (3.733, -2.453, 0.403)  0.1001
H (5.098, -0.355, 0.252)  0.0977
H (3.941, 1.822, -0.181)  0.1036
H (1.481, 1.871, -0.518)  0.1167
H (-4.353, 1.155, -0.227)  0.0934
H (-3.022, 1.673, 0.872)  0.0534
H (-3.351, 2.563, -0.639)  0.0910
H (-3.727, 0.740, -2.669)  0.0924
H (-2.387, 1.901, -2.738)  0.0897
H (-2.082, 0.185, -3.079)  0.0566
H (-4.075, -0.697, 1.010)  0.0883
H (-3.078, -2.147, 1.145)  0.0991
H (-2.372, -0.567, 1.571)  0.0410
H (-4.406, -1.357, -1.506)  0.0902
H (-2.996, -1.647, -2.568)  0.0875
H (-3.359, -2.756, -1.232)  0.0873

Atoms 1-6, force components in eV/Å:
Cl 0.321 -0.043 0.053
C -1.167 0.337 -0.041
C -0.438 -0.559 0.074
C 0.232 -0.201 -0.150
C 0.523 -0.101 -0.038
C 0.349 0.589 2.594

HOMO level	-0.22860	Ha
energy above the lowest of the compared OMol25 structures with the same formula, charge and spin	0.0	kcal per mole
HOMO-LUMO gap	3.4	eV

---

Record 2
Density functional theory data (the ωB97M-V functional and the def2-TZVPD basis) for a cluster of 2 separate species, C28H32BFO2 in total in a non-equilibrium geometry.

Last column: Löwdin charge in e.
Positions of all 64 atoms, in Å:
C (0.932, -3.538, -1.640)  -0.0234
C (1.085, -2.359, -2.612)  -0.4820
C (0.636, -2.805, -3.994)  -0.0094
O (0.278, -1.271, -2.199)  0.0102
B (1.051, -0.539, -1.206)  -0.7862
C (1.065, 1.065, -1.583)  -0.1016
C (2.200, 1.877, -1.607)  -0.0458
C (2.121, 3.191, -2.119)  -0.0912
C (0.902, 3.716, -2.565)  -0.1117
C (-0.243, 2.904, -2.500)  -0.0929
C (-0.142, 1.580, -2.042)  -0.0566
C (0.181, -0.714, 0.251)  -0.0108
C (-0.978, -1.675, 0.224)  -0.0176
C (0.453, -0.073, 1.430)  0.0567
O (2.457, -0.955, -1.293)  0.0396
C (2.543, -1.695, -2.499)  -0.4885
C (3.715, -2.668, -2.396)  -0.0199
C (2.814, -0.792, -3.700)  -0.0142
H (1.518, -4.383, -2.022)  0.0870
H (1.300, -3.281, -0.628)  0.1003
H (-0.113, -3.872, -1.603)  0.0827
H (1.290, -3.607, -4.350)  0.0885
H (-0.382, -3.197, -3.929)  0.0871
H (0.633, -1.975, -4.703)  0.0849
H (3.159, 1.511, -1.258)  0.1084
H (3.024, 3.809, -2.177)  0.0959
H (0.833, 4.731, -2.960)  0.0922
H (-1.220, 3.288, -2.825)  0.0945
H (-1.015, 0.933, -2.063)  0.1084
H (-1.018, -2.336, -0.662)  0.0756
H (-1.022, -2.295, 1.111)  0.0860
H (-1.926, -1.103, 0.218)  0.1023
H (0.585, -0.753, 2.314)  0.1229
H (1.002, 0.893, 1.421)  0.1130
H (3.739, -3.322, -3.286)  0.0905
H (4.652, -2.101, -2.376)  0.0864
H (3.671, -3.282, -1.485)  0.0836
H (3.024, -1.420, -4.573)  0.0869
H (1.955, -0.151, -3.928)  0.0958
H (3.699, -0.184, -3.513)  0.0918
F (-0.521, 5.172, 5.499)  0.0412
C (-0.416, 3.979, 4.830)  -0.2413
C (-0.147, 2.840, 5.573)  0.0008
C (-0.203, 1.619, 4.913)  -0.0023
C (-0.690, 1.543, 3.584)  -0.2439
C (-1.047, 0.241, 3.081)  -0.0481
C (-2.396, -0.016, 2.641)  -0.2261
C (-2.822, -1.374, 2.737)  -0.0566
C (-3.905, -1.834, 1.998)  -0.0788
C (-4.669, -0.900, 1.276)  -0.0772
C (-4.366, 0.464, 1.319)  -0.0633
C (-3.276, 0.930, 2.074)  -0.0011
C (-0.862, 2.720, 2.848)  -0.0318
C (-0.696, 3.970, 3.454)  0.0274
H (0.061, 2.894, 6.655)  0.1321
H (0.063, 0.695, 5.419)  0.1189
H (-0.688, -0.603, 3.710)  0.1227
H (-2.207, -2.062, 3.330)  0.1214
H (-4.128, -2.898, 1.975)  0.1102
H (-5.563, -1.250, 0.739)  0.1112
H (-4.987, 1.196, 0.783)  0.1127
H (-3.073, 1.995, 2.203)  0.1052
H (-1.086, 2.641, 1.782)  0.1274
H (-0.835, 4.885, 2.905)  0.1197

Atoms 1-6, force components in eV/Å:
C 0.464 -0.150 -0.067
C 0.614 0.243 0.128
C 0.259 0.094 0.060
O 0.159 -0.227 -0.067
B 0.144 1.847 -0.285
C -0.640 -0.406 0.247

HOMO level	-0.28531	Ha
energy above the lowest of the compared OMol25 structures with the same formula, charge and spin	0.0	kcal per mole
HOMO-LUMO gap	5.8	eV